Record 1
{
  "formula": "CH7N3O3",
  "method": "wB97M-V/def2-TZVPD",
  "species": ["C", "N", "N", "N", "O", "O", "O", "H", "H", "H", "H", "H", "H", "H"],
  "positions_angstrom": [[0.879, -0.375, 0.014], [0.461, -2.388, 1.377], [-0.683, 1.258, 1.048], [-0.353, -0.112, -1.995], [1.372, -1.474, 0.728], [0.709, 0.851, 1.008], [-0.197, -0.725, -0.732], [1.824, -0.002, -0.447], [0.027, -3.096, 0.807], [-0.142, -1.820, 1.974], [-0.812, 1.492, 1.984], [-0.554, 2.143, 0.607], [-0.051, -0.829, -2.765], [-1.361, 0.007, -2.083]],
  "mulliken_charge": [0.29, -0.39, -0.49, -0.61, -0.27, -0.25, -0.09, 0.31, 0.24, 0.26, 0.24, 0.24, 0.26, 0.26],
  "smiles": "NOC(ON)ON",
  "charge": 0,
  "lumo_ev": 0.8,
  "e_tot_ev": -11757.03311,
  "orbital_gap_ev": 10.3,
  "e_homo_ev": -9.504
}



Record 2
{
  "formula": "C5H8N",
  "method": "wB97M-V/def2-TZVPD",
  "species": ["C", "C", "C", "C", "C", "N", "H", "H", "H", "H", "H", "H", "H", "H"],
  "positions_angstrom": [[-0.568, -1.260, 1.082], [-0.932, -0.370, 0.193], [1.585, 0.516, -0.779], [1.599, -0.891, -0.389], [-1.695, 0.762, -0.281], [0.116, -1.216, -0.127], [-0.620, -1.862, 2.030], [1.023, 1.158, -0.122], [2.072, 0.974, -1.700], [2.016, -1.614, -1.014], [1.870, -0.965, 0.648], [-2.792, 0.378, -0.545], [-1.314, 1.297, -1.137], [-1.894, 1.481, 0.479]],
  "mulliken_charge": [-0.25, 0.64, -0.84, -0.09, -1.03, -0.15, 0.36, 0.43, 0.26, 0.33, 0.28, 0.34, 0.37, 0.37],
  "charge": 1,
  "lumo_ev": [-5.9, -4.7],
  "e_tot_ev": -6791.90642,
  "orbital_gap_ev": [7.6, 9.1],
  "e_homo_ev": [-13.476, -13.839]
}



Record 3
{
  "formula": "C2H7O2PS2",
  "method": "wB97M-V/def2-TZVPD",
  "species": ["C", "C", "O", "O", "P", "S", "S", "H", "H", "H", "H", "H", "H", "H"],
  "positions_angstrom": [[0.281, 1.368, -0.394], [-0.792, -1.365, 0.074], [1.528, 1.868, -0.792], [-0.907, -2.805, 0.171], [0.867, -0.398, 0.170], [2.298, -1.002, -0.979], [1.477, -0.438, 2.256], [0.011, 2.070, 0.404], [-0.434, 1.456, -1.129], [-1.104, -1.137, -1.020], [-1.324, -0.945, 0.809], [1.932, 1.382, -1.526], [-0.249, -3.227, 0.818], [2.380, 0.570, 2.334]],
  "mulliken_charge": [-0.49, -0.51, -0.52, -0.51, 0.66, -0.42, -0.34, 0.26, 0.37, 0.26, 0.42, 0.31, 0.33, 0.19],
  "smiles": "OCP(=S)(S)CO",
  "charge": 0,
  "lumo_ev": 0.3,
  "e_tot_ev": -37240.85683,
  "orbital_gap_ev": 9.2,
  "e_homo_ev": -8.966
}



Record 4
{
  "formula": "C4H9O2",
  "method": "wB97M-V/def2-TZVPD",
  "species": ["C", "C", "H", "H", "H", "H", "H", "H", "C", "C", "O", "O", "H", "H", "H"],
  "positions_angstrom": [[1.281, 0.833, 1.093], [2.122, 1.974, 1.679], [0.397, 0.611, 1.689], [0.921, 1.091, 0.096], [1.850, -0.097, 1.084], [3.074, 2.052, 1.158], [2.330, 1.843, 2.739], [1.601, 2.923, 1.572], [-0.001, -1.746, -1.057], [-1.079, -0.684, -0.762], [-1.116, 0.296, -1.541], [-1.760, -0.896, 0.264], [0.251, -1.774, -2.116], [-0.295, -2.732, -0.693], [0.891, -1.425, -0.509]],
  "mulliken_charge": [-0.66, -1.06, 0.32, 0.26, 0.21, 0.29, 0.32, 0.30, -0.59, 0.54, -0.73, -0.73, 0.26, 0.26, 0.03],
  "charge": -1,
  "lumo_ev": 3.9,
  "e_tot_ev": -8390.38429,
  "orbital_gap_ev": 7.7,
  "e_homo_ev": -3.825
}



Record 5
{
  "formula": "C3H10N5",
  "method": "wB97M-V/def2-TZVPD",
  "species": ["C", "C", "C", "N", "N", "N", "N", "N", "H", "H", "H", "H", "H", "H", "H", "H", "H", "H"],
  "positions_angstrom": [[-1.101, 1.197, 0.187], [0.052, 1.837, -0.119], [-1.320, -0.317, 0.349], [1.265, 0.978, -0.132], [-0.046, -1.094, -0.076], [-2.555, -0.693, -0.318], [2.371, -0.896, -0.233], [1.235, -0.283, 0.347], [-2.036, 1.712, 0.415], [0.326, 2.878, -0.410], [-1.428, -0.555, 1.427], [1.732, 1.026, -1.020], [0.185, -1.135, -1.034], [-3.127, -1.327, 0.329], [-2.424, -1.119, -1.257], [3.124, -0.205, -0.075], [2.528, -1.775, 0.134], [1.219, -0.231, 1.485]],
  "mulliken_charge": [-0.34, -0.41, 0.12, -0.51, -0.42, -0.57, -0.64, 0.54, 0.35, 0.41, 0.27, 0.32, 0.34, 0.30, 0.26, 0.33, 0.25, 0.40],
  "smiles": "N[C@@H]1C=CN[N@H+](N)N1",
  "charge": 1,
  "lumo_ev": -3.4,
  "e_tot_ev": -10712.65709,
  "orbital_gap_ev": 10.2,
  "e_homo_ev": -13.533
}



Record 6
{
  "formula": "C3H11NO2S",
  "method": "wB97M-V/def2-TZVPD",
  "species": ["C", "O", "C", "C", "S", "N", "H", "H", "H", "H", "H", "H", "H", "H", "H", "H", "H", "O"],
  "positions_angstrom": [[-1.410, -0.410, 0.434], [-2.433, -0.210, 1.437], [0.039, -0.261, 1.202], [1.081, -0.507, 0.183], [2.663, -0.088, 0.974], [0.029, -1.434, 2.169], [-1.691, -1.503, 0.176], [-1.435, 0.177, -0.543], [-3.304, -0.228, 1.066], [-0.185, 0.669, 1.716], [1.088, 0.290, -0.622], [1.194, -1.549, -0.191], [2.243, -0.923, 1.960], [0.159, -1.338, 3.231], [-0.845, -1.809, 2.045], [0.470, 3.556, -5.491], [1.174, 2.286, -4.938], [1.166, 3.281, -4.808]],
  "mulliken_charge": [-0.85, -0.51, 0.32, -0.56, -0.26, -0.64, 0.38, 0.35, 0.30, 0.26, 0.31, 0.32, 0.16, 0.22, 0.21, 0.33, 0.33, -0.65],
  "smiles": "N[C@H](CO)CS.O",
  "charge": 0,
  "lumo_ev": 0.6,
  "e_tot_ev": -19707.73248,
  "orbital_gap_ev": 9.3,
  "e_homo_ev": -8.744
}